4 unconnected molecules or ions with the total composition C32H76BN4O4PS2 in a non-equilibrium geometry. Source: the OMol25 dataset; level of theory: ωB97M-V/def2-TZVPD.

Geometry as XYZ:
```
120
Properties=species:S:1:pos:R:3:mulliken_charge:R:1
C 1.4232 6.1764 1.5411 -1.19
O -1.3819 7.7204 4.3899 -0.31
C -1.3142 -2.4098 -3.9550 -0.51
C -2.4005 0.0263 -0.7231 -0.37
H -3.1668 0.8953 -0.5055 0.31
H -1.6943 9.0251 8.4118 0.35
H -0.2274 -0.0473 0.2607 0.09
C 1.4815 -5.6394 2.1224 -0.38
H -2.5683 -0.8367 0.0758 0.20
H -1.3555 6.3615 1.5259 0.24
H 6.5687 -1.0547 1.9876 -0.03
H -2.8448 0.0916 -7.3463 0.24
C -1.2980 8.8119 7.4118 -1.41
H 8.2050 -2.3065 0.4066 0.21
H -0.4737 -5.6393 3.3338 0.20
H 0.6834 -7.1058 3.7399 0.30
H 0.0468 -3.2750 -0.4395 -0.29
H -0.2211 8.6384 7.5121 0.34
H -1.0170 1.6917 0.2132 0.00
H -2.3747 -2.4079 -4.4601 0.13
H 0.4445 8.6710 4.7728 0.36
C -3.9108 -0.5782 -9.9071 -1.36
H -2.0347 6.8276 7.5989 0.43
C 0.6518 -5.9341 3.5146 -0.56
H 5.3226 -3.5019 3.7573 0.01
C -0.9795 5.6342 0.7966 -0.60
C -4.7769 -1.9823 -7.9323 -0.76
N 1.0203 4.9113 -0.5049 -0.73
C 6.5293 -1.8485 -1.0690 -0.34
H 1.8530 -3.4218 1.7395 -0.32
H -0.3525 9.0546 3.2345 0.28
H -1.3065 -4.6884 -3.2614 0.31
H 0.9138 -5.6499 5.8698 0.30
C -0.7657 -3.2533 4.9309 -0.44
C -1.9977 7.5936 6.8139 0.26
H -1.6939 5.9979 5.4015 0.29
H -5.0993 -3.0064 -7.7143 0.32
H -0.1944 6.7979 5.8366 0.43
H -0.3005 -1.3379 -2.2169 0.02
H -1.4420 9.7176 6.8167 0.28
H 6.2247 -3.1321 -3.0558 0.43
C 2.8803 -3.6553 -0.9654 -0.21
H 4.8132 -1.9775 -2.5637 0.21
H 1.1388 -2.8184 -2.9769 0.01
H -5.6808 -1.3622 -7.9051 0.40
C -0.7711 4.0927 2.6189 -0.41
H 6.0003 -0.8346 -0.7300 0.22
C -1.2511 6.9787 5.6067 -0.64
H -2.2958 0.3618 -3.0204 0.21
H 2.6261 -5.6443 2.4086 0.04
C 7.0770 -2.6620 0.2434 -0.51
H 0.4411 6.8969 -0.2000 0.41
C 0.8445 -3.5702 4.9386 -0.14
H 2.4242 -5.2371 4.8186 0.25
H -3.3343 8.5298 5.6148 0.34
C -3.6809 -0.2287 -6.7222 -0.46
C 0.9411 -3.9009 -3.3743 -0.05
H -2.2825 -2.3175 -8.5733 0.32
H 1.3968 -3.0245 4.0339 -0.12
H -3.0139 -3.6642 -9.0549 0.27
H -4.7928 0.0522 -9.7507 0.34
H -3.8720 7.1186 6.1624 0.29
H -4.8146 -2.4983 -10.0152 0.41
C -0.6424 -3.9390 -3.8666 -0.68
C 5.6234 -2.7291 -2.1118 -0.52
O -1.1713 4.2984 1.2726 -0.33
H -4.5789 0.3503 -6.9554 0.33
H 0.9645 6.8090 2.3087 0.16
H 1.6213 -4.0370 -4.3444 0.40
C -1.1682 -1.9876 3.9196 -0.72
H -1.4468 -4.1656 4.6441 0.22
H -0.5994 -1.8215 -4.7090 0.23
H -1.6200 5.7255 -0.0876 0.34
H -0.9568 4.9702 3.2446 0.03
H 0.2824 3.8104 2.6562 0.25
H -0.2320 -1.4598 3.4558 0.19
H 1.7346 5.2409 2.0135 0.27
H -1.8852 -1.2050 4.4572 0.31
H -0.3754 0.8026 -1.4300 0.22
C -0.5232 8.8467 4.2946 -0.83
P 4.8237 -3.0305 2.4633 0.34
H 0.0637 -3.8232 2.1804 -0.26
O 3.7064 -1.9299 2.8321 -0.63
S 4.6587 -4.1373 -1.3423 -0.14
C 0.9848 -4.1856 1.5204 1.08
C 1.2369 -5.1603 4.8364 -0.63
H -3.5811 -1.0074 -2.4147 0.28
C -0.8988 0.6785 -0.3817 -0.35
H 2.2962 -5.6784 -2.8099 0.28
H 1.2909 -3.0672 5.9155 0.35
H -3.0481 -0.0703 -9.4677 0.28
C -2.4905 -0.5402 -2.2874 -0.65
H 4.2658 -4.1246 1.6834 0.03
N -3.3771 7.9592 6.4637 -0.74
C -1.3769 -1.7314 -2.4557 0.20
N -2.8465 -2.6978 -9.3384 -0.73
H -0.6072 -4.3510 -4.9861 0.24
H 7.4984 -1.5038 -1.6751 0.29
N 1.7608 -4.6720 -0.9617 0.29
H 7.1247 -3.8254 0.1293 0.28
H -0.2226 -5.1324 -0.1658 0.53
C -4.1273 -1.9777 -9.3363 0.33
O -3.8890 -1.6252 -6.8684 -0.27
B 6.2357 -2.1176 1.5475 0.23
C 0.4710 5.9582 0.3676 0.32
H -1.0096 9.7245 4.7236 0.28
H -1.3473 3.2539 3.0198 0.30
H -1.8054 -2.4210 3.0085 0.09
H 0.5194 -5.9529 -2.2310 0.43
C 1.3538 -5.1114 -2.3499 -0.91
H 0.8733 4.0145 -0.0335 0.31
H -3.7289 -0.6323 -10.9872 0.34
H 0.4367 4.8414 -1.3396 0.28
S 2.6180 -1.9715 -0.6425 -0.14
H 1.3355 -6.5276 1.3521 0.32
H 2.3373 6.6776 1.2007 0.36
H -1.0900 -2.9427 6.0365 0.37
H -3.4042 -0.0339 -5.6821 0.01
C 0.5872 -4.2580 -0.1027 -0.79
H -1.6240 -2.5986 -1.7014 0.03
```

Calculated values
Structure (SMILES) ... CCCCCCCCN(CCCCCCCC)C(=S)SCCCB[PH2]=O.COC[C@@H](C)N.COC[C@@H](C)N.COC[C@@H](C)N
Strongest force on any atom ... 0.1063 hartree/bohr
HOMO-LUMO gap ... 7.72 eV
HOMO ... -8.5 eV
Relative energy (zero: lowest compared OMol25 entry of this formula, charge and spin) ... 229.14 kcal per mole